1.
15
Properties=species:S:1:pos:R:3 method="wB97M-V/def2-TZVPD" lumo_ev=1.105 relative_energy_kcal_mol=110.80 smiles=CNON(C)N homo_ev=-8.356
C 2.127 -0.272 0.444
C -2.122 -0.403 -1.377
N 0.861 0.422 0.321
N -0.941 0.406 -1.167
N 0.218 0.698 1.549
O -0.001 -0.411 -0.423
H -1.161 1.185 -0.538
H 0.606 1.553 1.930
H 0.320 -0.060 2.229
H 2.494 -0.474 -0.558
H 2.032 -1.217 0.994
H 2.823 0.389 0.961
H -1.829 -1.279 -1.951
H -2.608 -0.730 -0.451
H -2.818 0.192 -1.963

2.
15
Properties=species:S:1:pos:R:3 method="wB97M-V/def2-TZVPD" lumo_ev=1.101 relative_energy_kcal_mol=56.60 smiles="NCC=O.NN" homo_ev=-9.158
C -0.330 -1.052 0.511
N -0.026 -1.778 1.729
H -0.071 -2.780 1.574
H 0.915 -1.552 2.036
H -0.327 0.021 0.747
H -1.354 -1.304 0.210
H 0.054 0.933 -1.445
N 0.345 1.842 -1.040
N -0.554 2.126 0.033
C 0.688 -1.265 -0.641
O 0.503 -1.098 -1.817
H 0.300 2.512 -1.810
H -0.201 2.932 0.543
H -1.490 2.360 -0.303
H 1.548 -1.896 -0.327

3.
15
Properties=species:S:1:pos:R:3 method="wB97M-V/def2-TZVPD" lumo_ev=0.678 relative_energy_kcal_mol=45.34 smiles="NC=O.NCN" homo_ev=-9.080
N 0.348 1.276 -0.080
C 1.171 1.178 1.171
N 1.495 -0.265 1.527
H 0.989 1.432 -0.843
H -0.035 2.136 -0.070
H 0.536 1.711 1.975
H 2.147 1.733 1.176
H 1.830 -0.278 2.525
H 2.279 -0.671 0.907
C -2.078 -1.314 -1.945
N -1.545 -1.233 -0.718
O -2.060 -0.738 -3.092
H -2.526 -2.417 -2.019
H -0.719 -0.620 -0.485
H -1.833 -1.930 -0.027

4.
15
Properties=species:S:1:pos:R:3 method="wB97M-V/def2-TZVPD" lumo_ev="0.651 / 0.755" relative_energy_kcal_mol=101.15 homo_ev="-5.899 / -6.174"
C 0.948 -0.370 0.112
C -1.411 0.036 -0.164
N -0.137 0.393 -0.301
N 2.189 0.271 -0.173
N -2.453 0.947 -0.308
O 0.813 -1.732 -0.167
H 0.894 -1.890 -1.123
H 0.074 1.384 -0.328
H 0.097 -0.283 2.595
H 2.606 -0.053 -1.048
H 2.852 0.100 0.573
H -2.196 1.910 -0.474
H -3.236 0.651 -0.871
H -1.656 -1.007 -0.271
H 0.616 -0.356 1.947

5.
15
Properties=species:S:1:pos:R:3 method="wB97M-V/def2-TZVPD" lumo_ev=0.645 relative_energy_kcal_mol=18.23 homo_ev=-9.323
C -1.719 0.066 -0.130
C 0.156 0.316 -1.464
N 1.496 -1.486 1.277
N 0.103 0.105 2.595
N -0.514 0.128 -0.222
S 1.164 -0.020 1.513
H 3.596 -0.126 -0.949
H -2.382 0.088 -1.028
H -2.171 0.093 0.869
H -0.305 1.013 -2.121
H 1.225 0.688 -1.236
H 0.187 -0.553 -2.059
H 0.985 -2.072 1.952
H -0.128 1.129 2.671
H 4.157 0.339 -1.376

6.
15
Properties=species:S:1:pos:R:3 method="wB97M-V/def2-TZVPD" lumo_ev=-3.566 relative_energy_kcal_mol=88.75 smiles="[H]/N=C(/N)N[NH2+]C" charge=+1 homo_ev=-14.585
C 1.336 0.151 0.449
C -1.699 0.610 -0.283
N 1.737 1.034 1.209
N 1.786 -0.160 -0.779
N -0.139 -0.683 0.876
N -0.963 -0.640 -0.274
H -1.259 1.483 -0.037
H -2.401 0.624 -1.058
H -2.298 0.548 0.644
H 1.212 1.376 1.996
H 2.554 0.446 -1.045
H 2.027 -1.041 -1.227
H 0.157 -1.727 1.012
H -0.309 -0.697 -1.147
H -1.741 -1.323 -0.337

7.
15
Properties=species:S:1:pos:R:3 method="wB97M-V/def2-TZVPD" lumo_ev=-2.786 relative_energy_kcal_mol=57.41 charge=+1 homo_ev=-13.966
C -0.846 -1.039 0.798
C -0.421 2.044 -2.208
N -0.729 -2.024 1.615
N 0.178 -0.250 0.675
N 0.255 1.146 -1.624
N 1.391 -0.492 1.395
H -1.886 -0.821 0.349
H -1.501 2.203 -1.843
H -0.071 2.439 -3.210
H 0.055 -1.950 2.225
H -1.498 -2.688 1.782
H 0.225 0.258 -0.302
H 1.189 0.985 -2.042
H 1.606 0.058 2.209
H 2.093 -0.368 0.696

8.
15
Properties=species:S:1:pos:R:3 method="wB97M-V/def2-TZVPD" lumo_ev="-5.156 / -5.337" relative_energy_kcal_mol=97.42 charge=+1 homo_ev="-13.005 / -12.638"
C 0.057 -1.089 -1.156
C 0.192 -1.255 0.239
N 0.999 -0.479 0.909
N -0.133 -2.431 0.831
N -0.725 2.259 -0.297
N 1.213 0.755 0.672
H -0.391 -1.872 -1.622
H 0.551 -0.447 -1.803
H -0.801 -3.124 0.439
H -0.272 -2.261 1.847
H -0.542 3.149 -0.662
H -1.283 1.801 -1.137
H -1.312 2.173 0.426
H 2.102 1.144 1.123
H 0.345 1.677 0.190

9.
15
Properties=species:S:1:pos:R:3 method="wB97M-V/def2-TZVPD" lumo_ev="-5.094 / -5.095" relative_energy_kcal_mol=113.51 charge=+1 homo_ev="-13.664 / -13.665"
C 1.684 -0.372 -0.431
C -2.702 -0.225 -0.039
N 1.141 -0.365 0.734
N 2.917 0.007 -0.584
N -1.299 0.099 -0.333
N -0.065 -0.723 0.949
H 1.199 -0.521 -1.417
H -3.066 0.147 0.873
H -3.468 0.230 -0.765
H -2.837 -1.328 -0.110
H 3.392 -0.287 -1.467
H 3.467 0.422 0.181
H -1.085 1.038 -0.151
H -0.156 -1.744 0.734
H -0.412 -0.477 1.943

10.
16
Properties=species:S:1:pos:R:3 method="wB97M-V/def2-TZVPD" lumo_ev=4.380 relative_energy_kcal_mol=0.37 charge=-1 homo_ev=-3.796
N -2.082 2.499 1.162
C -1.353 2.090 -0.060
O -1.063 0.776 -0.156
H -1.538 2.355 1.996
H -2.913 1.925 1.242
H -2.031 2.423 -0.871
H -0.454 2.746 -0.078
N 0.362 -1.182 -1.232
C 1.272 -1.525 -0.271
N 1.347 -0.594 0.722
N 2.041 -2.570 -0.237
H 0.048 -1.891 -1.834
H -0.237 -0.365 -0.928
H 0.584 0.076 0.825
H 1.934 -0.832 1.490
H 1.912 -3.123 -1.081

11.
16
Properties=species:S:1:pos:R:3 method="wB97M-V/def2-TZVPD" lumo_ev=4.191 relative_energy_kcal_mol=8.76 charge=-1 homo_ev=-3.583
N 2.029 -2.255 1.439
C 0.904 -1.380 1.888
O -0.068 -1.263 0.967
H 1.926 -2.340 0.441
H 1.927 -3.175 1.830
H 0.530 -1.836 2.826
H 1.360 -0.402 2.145
N -1.152 0.076 -0.873
C -0.699 1.343 -1.044
N -1.045 1.937 -2.280
N -0.020 2.051 -0.218
H -0.639 -0.473 -0.054
H -1.314 -0.411 -1.735
H -2.022 1.793 -2.495
H -0.830 2.921 -2.238
H 0.251 1.465 0.571

12.
16
Properties=species:S:1:pos:R:3 method="wB97M-V/def2-TZVPD" lumo_ev=-3.036 relative_energy_kcal_mol=68.54 smiles="NC(N)=[NH+][C@@H](N)O" charge=+1 homo_ev=-14.176
C 1.169 -0.554 0.127
C -1.121 0.252 0.121
N 2.517 -0.303 0.197
N 0.790 -1.825 0.486
N -1.861 1.860 -0.315
N 0.305 0.432 -0.049
O -1.756 -0.615 -0.703
H -1.495 -0.058 1.226
H 3.102 -1.058 0.167
H 3.076 0.476 0.025
H 1.535 -2.439 0.563
H -0.163 -2.012 0.719
H -1.674 2.457 0.490
H -2.864 1.422 -0.404
H 0.581 1.381 -0.332
H -2.150 -0.205 -1.556

13.
16
Properties=species:S:1:pos:R:3 method="wB97M-V/def2-TZVPD" lumo_ev=0.922 relative_energy_kcal_mol=75.82 smiles=N#CN(N)N.CN homo_ev=-9.528
C 1.635 0.290 0.966
N 1.962 -0.036 -0.424
C -1.194 1.266 -0.246
N -1.187 2.414 -0.353
H 2.033 0.819 -0.967
H 2.857 -0.513 -0.484
H 1.680 -0.626 1.558
H 2.352 0.985 1.417
N -1.269 -0.061 -0.029
N -0.750 -0.911 -1.055
N -2.423 -0.549 0.610
H 0.486 0.530 1.049
H 0.274 -0.806 -1.049
H -1.098 -0.639 -1.974
H -2.190 -1.437 1.046
H -3.168 -0.726 -0.065

14.
16
Properties=species:S:1:pos:R:3 method="wB97M-V/def2-TZVPD" lumo_ev="-10.616 / -10.435" relative_energy_kcal_mol=166.00 charge=+2 homo_ev="-18.045 / -18.625"
C 0.503 1.015 0.895
C -0.182 -2.112 -2.184
N -0.348 -0.932 -0.225
N -0.260 1.224 1.877
N 1.460 1.661 0.379
N -1.582 0.971 1.931
N 0.269 -1.145 -1.231
H -0.515 -1.621 -3.266
H 0.616 -2.928 -2.385
H -1.014 -2.525 -1.744
H -0.046 1.899 2.724
H 1.346 2.681 0.360
H 2.376 1.312 0.233
H -1.956 0.960 2.888
H -1.821 0.270 1.155
H 1.154 -0.729 -1.407

15.
13
Properties=species:S:1:pos:R:3 method="wB97M-V/def2-TZVPD" lumo_ev=1.046 relative_energy_kcal_mol=19.31 smiles=COC.N homo_ev=-9.563
C 1.048 0.896 0.834
N -0.937 0.203 -2.137
H 1.174 0.996 1.917
H 0.865 1.867 0.379
H 1.992 0.529 0.407
H -0.993 0.808 -1.331
H 0.044 0.013 -2.284
H -1.375 0.684 -2.909
C -0.128 -1.215 1.059
O -0.021 0.064 0.483
H 0.859 -1.675 1.152
H -0.794 -1.768 0.401
H -0.626 -1.179 2.032

16.
13
Properties=species:S:1:pos:R:3 method="wB97M-V/def2-TZVPD" lumo_ev=0.743 relative_energy_kcal_mol=85.55 homo_ev=-10.478
N -0.768 2.592 -1.429
H -0.236 3.074 -0.681
H -2.417 -0.041 4.287
H -0.484 1.713 -1.223
H -1.857 2.515 -1.241
C 1.178 -1.932 -0.930
O 2.444 -1.475 -0.950
C 1.474 -0.796 -0.152
H 0.415 -1.993 -1.783
H 0.952 -2.887 -0.379
H 0.936 0.050 -0.425
H 1.579 -0.855 0.862
H -3.216 0.035 4.044

17.
13
Properties=species:S:1:pos:R:3 method="wB97M-V/def2-TZVPD" lumo_ev=0.877 relative_energy_kcal_mol=18.09 smiles=CN.CO homo_ev=-9.507
C 2.093 0.297 0.017
C -1.505 0.552 -0.032
H 0.520 -0.902 -0.154
H 3.165 0.099 -0.048
H 1.780 0.983 -0.780
H 1.937 0.744 1.065
H -1.737 -1.266 0.881
H -1.813 -1.350 -0.771
H -1.085 0.928 -1.016
H -2.537 0.899 0.014
H -1.018 0.947 0.838
N -1.281 -0.932 0.042
O 1.480 -0.999 -0.057